The following is a quantum chemistry calculation of a structure of composition C32H87CaF6N12O14P5S2 at a distorted geometry, from the Open Molecules 2025 dataset.

Values from the calculation:
Net charge: 0
E_tot, Eh: -6762.13741

CARTESIAN COORDINATES (ANGSTROEM)
Ca1 1.626 -0.587 -2.732
C1 5.439 0.494 0.143
F1 5.448 -0.284 1.236
F2 4.802 1.691 0.412
F3 6.757 0.732 -0.111
S1 4.749 -0.475 -1.494
O1 5.255 0.300 -2.615
O2 5.386 -1.744 -1.437
O3 3.282 -0.399 -1.356
C2 1.395 1.812 0.978
F4 0.964 2.698 1.895
F5 2.010 2.379 -0.073
F6 2.141 0.873 1.505
S2 -0.185 0.937 0.160
O4 -0.784 0.017 1.164
O5 -1.106 1.921 -0.393
O6 0.536 0.225 -0.895
O7 1.565 -4.784 4.515
P1 1.902 -3.479 5.134
N1 2.801 -2.374 4.226
C3 3.181 -2.716 2.843
C4 3.068 -0.962 4.593
N2 2.787 -3.542 6.627
C5 2.922 -2.425 7.616
C6 3.913 -4.464 6.671
N3 0.489 -2.574 5.651
C7 -0.260 -2.726 6.921
C8 -0.255 -1.995 4.580
H1 2.437 -2.470 2.085
H2 3.145 -3.774 2.580
H3 4.178 -2.336 2.620
H4 2.574 -0.923 5.563
H5 2.578 -0.324 3.857
H6 4.119 -0.719 4.749
H7 3.623 -1.744 7.133
H8 1.985 -1.868 7.640
H9 3.192 -2.774 8.612
H10 4.410 -4.375 7.637
H11 3.446 -5.442 6.560
H12 4.439 -4.131 5.775
H13 0.340 -3.355 7.579
H14 -0.390 -1.764 7.417
H15 -1.256 -3.141 6.763
H16 -0.502 -2.908 4.038
H17 0.331 -1.206 4.109
H18 -1.164 -1.483 4.896
O8 1.830 1.524 -3.788
P2 1.927 2.824 -4.616
N4 1.017 4.129 -4.035
C9 0.842 4.293 -2.545
C10 0.877 5.356 -4.692
N5 1.238 2.575 -6.184
C11 0.019 3.131 -6.701
C12 1.742 1.444 -6.953
N6 3.424 3.490 -4.865
C13 4.616 3.036 -4.077
C14 3.572 4.648 -5.734
H19 -0.102 3.893 -2.176
H20 0.864 5.346 -2.266
H21 1.634 3.802 -1.980
H22 0.866 5.283 -5.779
H23 1.605 6.010 -4.212
H24 -0.124 5.757 -4.531
H25 -0.816 3.190 -6.004
H26 0.294 4.100 -7.119
H27 -0.427 2.497 -7.467
H28 2.733 1.148 -6.609
H29 1.067 0.599 -6.813
H30 2.041 1.635 -7.984
H31 5.241 3.803 -3.619
H32 4.377 2.548 -3.132
H33 5.393 2.431 -4.543
H34 2.859 4.787 -6.547
H35 4.533 4.682 -6.247
H36 3.564 5.540 -5.107
O9 -0.257 -0.522 -4.041
P3 -1.751 -0.453 -4.229
N7 -2.301 -1.195 -5.709
C15 -2.512 -2.616 -5.994
C16 -2.128 -0.535 -7.030
N8 -2.414 1.150 -4.272
C17 -3.598 1.549 -4.950
C18 -1.864 2.120 -3.444
N9 -2.620 -1.206 -3.033
C19 -4.004 -1.053 -2.843
C20 -1.954 -1.495 -1.771
H37 -3.380 -2.957 -5.431
H38 -1.726 -3.242 -5.572
H39 -2.820 -3.005 -6.965
H40 -1.668 0.446 -6.912
H41 -3.121 -0.522 -7.480
H42 -1.440 -1.101 -7.658
H43 -3.535 2.479 -5.515
H44 -3.855 0.751 -5.646
H45 -4.351 1.788 -4.199
H46 -2.448 2.290 -2.539
H47 -0.833 1.883 -3.183
H48 -1.721 3.041 -4.009
H49 -4.554 -1.531 -2.032
H50 -4.171 0.009 -2.663
H51 -4.506 -1.205 -3.799
H52 -2.012 -0.569 -1.200
H53 -0.919 -1.836 -1.780
H54 -2.556 -2.273 -1.301
O10 1.170 -2.782 -1.925
P4 1.024 -4.174 -1.355
N10 2.543 -4.932 -1.019
C21 2.758 -6.341 -1.030
C22 3.591 -4.114 -0.401
N11 0.082 -5.325 -2.270
C23 0.573 -5.957 -3.563
C24 -1.352 -5.073 -2.251
N12 0.294 -4.167 0.237
C25 -0.246 -2.966 0.868
C26 -0.134 -5.341 0.990
H55 1.957 -6.992 -0.680
H56 3.660 -6.608 -0.480
H57 3.050 -6.832 -1.958
H58 4.260 -4.768 0.158
H59 3.086 -3.297 0.116
H60 4.147 -3.649 -1.215
H61 0.704 -5.171 -4.308
H62 1.529 -6.435 -3.347
H63 -0.080 -6.735 -3.957
H64 -2.006 -5.617 -2.933
H65 -1.721 -5.137 -1.228
H66 -1.708 -4.097 -2.580
H67 0.412 -2.156 0.554
H68 -1.224 -2.522 0.686
H69 -0.004 -3.025 1.930
H70 -0.806 -5.037 1.792
H71 0.746 -5.826 1.414
H72 -0.639 -5.980 0.266
C27 -1.256 2.459 4.789
C28 -2.644 1.977 4.525
O11 -3.595 2.433 5.523
P5 -4.051 3.987 5.721
O12 -2.943 4.965 5.948
O13 -5.058 4.268 4.427
C29 -5.618 5.545 4.287
C30 -4.777 6.800 4.192
O14 -5.036 3.795 7.028
C31 -5.581 5.033 7.482
C32 -7.010 4.602 7.732
H73 -1.018 3.507 4.970
H74 -0.626 2.065 5.586
H75 -0.589 2.085 4.012
H76 -2.941 2.193 3.499
H77 -2.538 0.898 4.413
H78 -6.231 5.539 3.385
H79 -6.412 5.594 5.032
H80 -5.480 7.617 4.027
H81 -4.180 6.933 5.093
H82 -4.055 6.547 3.415
H83 -5.102 5.373 8.400
H84 -5.623 5.856 6.769
H85 -7.400 5.181 8.569
H86 -7.667 4.743 6.874
H87 -7.236 3.556 7.936



The following is a quantum chemistry calculation of a structure of composition C25H31ClCsI2N4O5S2, from the Open Molecules 2025 dataset.

Values from the calculation:
Net charge: -1
Energy relative to the best compared isomer or geometry (same formula, charge and spin), kcal/mol: 6.3
E_tot, Eh: -3438.45726

CARTESIAN COORDINATES (ANGSTROEM)
Cs1 0.477 -1.147 1.651
C1 -3.429 0.072 0.113
C2 -2.341 -0.461 -0.797
N1 -1.550 0.439 -1.262
N2 -0.599 -0.008 -2.166
C3 0.255 0.864 -2.575
S1 0.483 2.560 -2.328
S2 1.469 0.216 -3.731
C4 1.317 -1.589 -3.561
C5 0.475 -2.293 -4.591
C6 1.049 -3.212 -5.462
C7 0.279 -3.898 -6.395
C8 -1.085 -3.667 -6.468
C9 -1.669 -2.748 -5.603
C10 -0.900 -2.065 -4.676
C11 -2.320 -1.919 -1.113
C12 -3.472 -2.545 -1.586
C13 -3.478 -3.847 -2.061
C14 -2.279 -4.559 -2.065
C15 -1.122 -3.993 -1.576
C16 -1.096 -2.670 -1.060
O1 -0.026 -2.163 -0.563
H1 -3.854 0.985 -0.301
H2 -4.218 -0.663 0.268
H3 -3.016 0.318 1.097
H4 2.338 -1.972 -3.608
H5 0.920 -1.768 -2.558
H6 2.116 -3.402 -5.404
H7 0.748 -4.615 -7.060
H8 -1.693 -4.201 -7.189
H9 -2.737 -2.569 -5.642
H10 -1.345 -1.361 -3.984
H11 -4.393 -1.970 -1.629
H12 -4.391 -4.291 -2.436
H13 -2.250 -5.566 -2.468
H14 -0.183 -4.535 -1.587
I1 -1.198 -2.776 6.262
C17 -0.082 -1.024 5.858
I2 1.880 -1.388 5.127
H15 0.028 -0.471 6.782
H16 -0.586 -0.431 5.098
Cl1 -2.307 4.552 3.772
C18 -2.349 2.783 4.066
C19 -0.954 2.136 4.135
O2 -0.928 0.953 3.705
O3 -0.012 2.796 4.606
H17 -2.933 2.336 3.270
H18 -2.856 2.639 5.018
O4 4.960 -1.309 4.152
O5 5.279 -0.792 3.125
C20 3.060 3.797 0.726
C21 2.910 2.278 0.499
N3 1.854 1.764 1.360
C22 2.266 1.833 2.762
C23 2.691 3.272 3.118
N4 2.279 4.145 1.963
C24 0.804 3.970 1.698
C25 0.627 2.540 1.163
H19 2.620 4.366 -0.094
H20 4.090 4.118 0.884
H21 3.839 1.754 0.730
H22 2.639 2.099 -0.544
H23 3.091 1.137 2.934
H24 1.413 1.559 3.382
H25 3.768 3.398 3.232
H26 2.161 3.626 4.001
H27 2.448 5.116 2.206
H28 0.518 4.726 0.965
H29 0.295 4.146 2.644
H30 0.397 2.545 0.093
H31 -0.194 2.054 1.680



The following is a quantum chemistry calculation of a structure of composition C7H8N4S at a distorted geometry, from the Open Molecules 2025 dataset.

Values from the calculation:
Net charge: 0
Energy relative to the best compared isomer or geometry (same formula, charge and spin), kcal/mol: 156.4
E_tot, Eh: -888.49316

CARTESIAN COORDINATES (ANGSTROEM)
C1 -2.157 -1.082 -0.141
C2 0.015 0.110 -0.897
C3 2.441 -0.437 -0.580
C4 2.888 0.310 0.591
C5 2.101 1.125 1.282
C6 -2.269 0.192 -0.526
C7 -3.353 1.093 -0.392
H1 -3.249 -2.606 0.487
H2 -3.957 -1.395 1.084
H3 1.628 1.091 -1.836
H4 2.374 -1.486 -0.457
H5 3.185 -0.408 -1.276
H6 4.173 0.539 0.895
H7 0.860 1.263 1.302
H8 2.633 1.646 2.090
N1 -2.999 -1.770 0.820
N2 1.305 0.198 -1.312
N3 -1.049 0.820 -0.974
N4 -4.004 2.286 0.111
S1 -0.567 -1.492 -0.272



The following is a quantum chemistry calculation of a structure of composition C32H64Br8O12S6 at a distorted geometry, from the Open Molecules 2025 dataset.

Values from the calculation:
Net charge: 0
Energy relative to the best compared isomer or geometry (same formula, charge and spin), kcal/mol: 66.2
E_tot, Eh: -25141.61665

CARTESIAN COORDINATES (ANGSTROEM)
C1 -2.239 -4.541 1.963
C2 -1.417 -4.743 3.248
C3 -1.295 -6.273 3.420
S1 -1.122 -6.963 1.717
O1 -2.064 -8.039 1.478
O2 0.280 -7.198 1.405
C4 -1.631 -5.442 0.898
H1 -2.286 -3.515 1.605
H2 -3.280 -4.856 2.078
H3 -1.862 -4.359 4.162
H4 -0.439 -4.289 3.080
H5 -2.275 -6.598 3.767
H6 -0.467 -6.735 3.948
H7 -2.173 -5.664 -0.017
H8 -0.656 -5.048 0.601
C5 -5.632 -0.620 0.411
C6 -5.627 0.562 1.395
C7 -5.537 -0.035 2.797
S2 -4.222 -1.287 2.622
O3 -4.489 -2.483 3.374
O4 -2.940 -0.627 2.763
C8 -4.560 -1.619 0.862
H9 -5.517 -0.256 -0.609
H10 -6.636 -1.043 0.475
H11 -6.414 1.299 1.248
H12 -4.708 1.140 1.259
H13 -6.478 -0.520 3.064
H14 -5.319 0.722 3.549
H15 -5.000 -2.616 0.882
H16 -3.600 -1.675 0.355
C9 1.597 -0.198 -1.051
C10 1.246 0.121 0.404
C11 0.362 -0.959 1.034
S3 -0.725 -1.443 -0.342
O5 -1.792 -0.459 -0.442
O6 -0.996 -2.864 -0.223
C12 0.514 -1.122 -1.634
H17 2.620 -0.581 -1.095
H18 1.709 0.656 -1.718
H19 0.636 1.029 0.486
H20 2.164 0.297 0.963
H21 -0.225 -0.707 1.911
H22 0.986 -1.838 1.211
H23 -0.014 -0.715 -2.496
H24 0.826 -2.126 -1.928
C13 5.849 -0.057 0.047
C14 6.234 -1.200 1.006
C15 7.730 -1.467 0.725
S4 7.907 -1.481 -1.052
O7 7.615 -2.790 -1.579
O8 9.137 -0.782 -1.356
C16 6.461 -0.415 -1.320
H25 6.190 0.879 0.481
H26 4.761 -0.082 -0.026
H27 5.680 -2.133 0.907
H28 6.118 -0.879 2.043
H29 8.253 -2.298 1.193
H30 8.250 -0.566 1.060
H31 5.840 -0.950 -2.039
H32 6.793 0.449 -1.896
C17 -1.287 1.571 3.252
C18 -1.664 1.934 1.792
C19 -2.577 3.162 1.910
S5 -3.691 2.690 3.295
O9 -4.899 2.098 2.753
O10 -3.718 3.765 4.269
C20 -2.632 1.307 3.896
H33 -0.760 2.434 3.663
H34 -0.667 0.678 3.305
H35 -2.180 1.055 1.398
H36 -0.720 2.051 1.257
H37 -3.228 3.440 1.085
H38 -1.955 4.004 2.221
H39 -3.106 0.437 3.444
H40 -2.692 1.316 4.981
C21 3.283 3.003 -4.938
C22 3.015 4.319 -4.173
C23 3.839 4.396 -2.888
S6 4.140 2.647 -2.476
O11 3.500 2.323 -1.209
O12 5.529 2.321 -2.735
C24 3.161 1.947 -3.827
H41 4.255 3.024 -5.426
H42 2.508 2.950 -5.700
H43 1.962 4.376 -3.896
H44 3.219 5.146 -4.855
H45 3.267 4.802 -2.056
H46 4.770 4.953 -2.947
H47 2.126 1.913 -3.500
H48 3.655 1.008 -4.068
Br1 -0.218 2.717 -2.399
C25 -0.904 4.197 -1.303
C26 0.160 4.520 -0.264
Br2 -0.387 6.032 0.874
H49 -1.787 3.766 -0.829
H50 -1.335 5.026 -1.859
H51 1.037 4.857 -0.809
H52 0.375 3.656 0.353
Br3 -4.548 0.568 -5.216
C27 -5.046 1.281 -3.462
C28 -3.812 1.821 -2.780
Br4 -4.425 2.644 -1.058
H53 -5.566 0.516 -2.888
H54 -5.818 2.035 -3.598
H55 -3.285 2.532 -3.410
H56 -3.073 1.084 -2.471
Br5 -0.840 -4.859 -3.877
C29 -2.755 -4.860 -3.800
C30 -3.321 -3.810 -2.839
Br6 -3.015 -2.012 -3.491
H57 -3.045 -5.880 -3.578
H58 -3.151 -4.530 -4.760
H59 -2.815 -3.871 -1.874
H60 -4.372 -3.982 -2.617
Br7 5.848 4.119 1.198
C31 4.745 3.375 2.681
C32 3.623 2.573 2.086
Br8 2.648 1.585 3.518
H61 4.368 4.125 3.373
H62 5.376 2.733 3.293
H63 3.901 1.823 1.349
H64 2.863 3.144 1.555



The following is a quantum chemistry calculation of the molecule C5H12S2 at a distorted geometry, from the Open Molecules 2025 dataset.

Values from the calculation:
Net charge: 0
SMILES string: CCCSSCC
Energy relative to the best compared isomer or geometry (same formula, charge and spin), kcal/mol: 36.4
E_tot, Eh: -994.01932

CARTESIAN COORDINATES (ANGSTROEM)
C1 -1.675 -0.161 1.724
C2 -2.111 0.989 0.866
C3 -1.002 1.964 0.447
S1 -0.266 1.588 -1.128
S2 1.160 0.347 -0.282
C4 1.776 -0.741 -1.654
C5 2.461 -1.959 -1.078
H1 -2.325 -0.560 2.557
H2 -0.762 0.370 2.266
H3 -1.393 -1.004 1.075
H4 -3.041 1.474 1.253
H5 -2.330 0.610 -0.123
H6 -1.448 3.035 0.455
H7 -0.229 1.850 1.290
H8 0.795 -1.063 -2.285
H9 2.345 -0.095 -2.429
H10 1.725 -2.720 -0.817
H11 3.115 -1.573 -0.283
H12 3.205 -2.351 -1.855



The following is a quantum chemistry calculation of the molecule C5H5N at a distorted geometry, from the Open Molecules 2025 dataset.

Values from the calculation:
Net charge: 0
SMILES string: C#C[C@@H](C)C#N
Energy relative to the best compared isomer or geometry (same formula, charge and spin), kcal/mol: 65.1
E_tot, Eh: -248.17124

CARTESIAN COORDINATES (ANGSTROEM)
C1 -0.556 2.291 0.311
C2 -0.259 1.228 -0.161
C3 0.496 -0.038 -0.457
C4 0.197 -0.990 0.784
C5 -0.127 -0.706 -1.611
N1 -0.675 -1.427 -2.330
H1 -1.202 3.135 0.640
H2 1.608 0.058 -0.622
H3 -0.807 -0.919 1.032
H4 0.780 -0.565 1.580
H5 0.544 -2.067 0.832



no.,molar mass (g mol⁻¹)
1,1237.19
2,953.85
3,180.24
4,1472.49
5,136.29
6,79.10